{
  "formula": "C5H2O3",
  "method": "wB97M-V/def2-TZVPD",
  "molar_mass_g_mol": 110.07,
  "orbital_gap_ev": 8.965,
  "smiles": "C#CC(=O)C(=O)C=O",
  "e_above_lowest_ev": 5.043,
  "total_energy_ha": -417.196900,
  "spin_multiplicity": 1,
  "lumo_ev": -1.4551,
  "symbols": ["C", "C", "C", "O", "C", "O", "C", "O", "H", "H"],
  "coordinates": [[-1.117, -0.812, -2.496], [-0.322, -0.562, -1.660], [0.376, -0.289, -0.412], [1.643, -0.212, -0.082], [-0.199, -0.170, 1.018], [-1.284, -0.626, 1.431], [0.631, 0.881, 1.796], [0.661, 1.975, 0.877], [-1.494, -0.792, -3.457], [1.103, 0.606, 2.985]],
  "nbo_charge": [-0.0582, -0.1193, 0.4212, -0.4652, 0.4276, -0.4761, 0.3120, -0.5149, 0.2358, 0.2370]
}